(1)
{"formula": "C6H11FN", "method": "ωB97M-V/def2-TZVPD", "e_tot_ha": -389.43600, "spin_multiplicity": 1, "total_charge": 1, "homo_lumo_gap_ev": [8.1, 8.1], "species": ["C", "C", "C", "C", "C", "C", "N", "F", "H", "H", "H", "H", "H", "H", "H", "H", "H", "H", "H"], "xyz": [[-1.03144, 0.76130, 0.85216], [0.23590, 0.37802, 0.59517], [0.02762, 0.04082, -3.05215], [0.11748, -0.83478, -1.75936], [1.04874, 0.19976, 2.33422], [0.71668, 0.03522, -0.67719], [0.28485, -0.41598, 3.23921], [1.95574, 0.38695, -0.89619], [-1.54206, 1.16720, 0.10206], [-0.79773, -0.41339, -3.55360], [0.94792, -0.19985, -3.54440], [-0.21949, 1.06988, -2.85367], [0.69892, -1.65448, -1.80042], [-0.92925, -1.26511, -1.35479], [1.11446, 1.21139, 2.45330], [1.84625, -0.41062, 2.13084], [-1.59925, 0.80623, 1.70570], [-0.31564, 0.09340, 3.90301], [0.14700, -1.40460, 3.10798]]}

(2)
{"formula": "C21H24BBrIN2O8P", "method": "ωB97M-V/def2-TZVPD", "smiles": "C[C@H](I)C[C@@]1(c2ccncc2)OC(=O)[C@](B(O)O)(P(=O)(O)O)[C@]1(Br)COc1ccccc1.CC#N", "e_tot_ha": -4764.17025, "spin_multiplicity": 1, "total_charge": 0, "homo_lumo_gap_ev": 8.7, "species": ["C", "C", "I", "C", "C", "C", "C", "C", "N", "C", "C", "O", "C", "O", "C", "B", "O", "O", "P", "O", "O", "O", "C", "Br", "C", "O", "C", "C", "C", "C", "C", "C", "H", "H", "H", "H", "H", "H", "H", "H", "H", "H", "H", "H", "H", "H", "H", "H", "H", "H", "H", "H", "H", "C", "C", "N", "H", "H", "H"], "xyz": [[-3.46872, -0.24467, 1.64135], [-2.50558, 0.34877, 0.62667], [-2.97533, -0.54536, -1.28032], [-1.08485, -0.05322, 1.01356], [0.07714, 0.74149, 0.36407], [-0.34681, 1.86676, -0.57329], [-0.49160, 1.71451, -1.94689], [-0.90192, 2.80641, -2.69486], [-1.16019, 4.01789, -2.22449], [-1.03285, 4.16126, -0.90371], [-0.65116, 3.12619, -0.07362], [0.69080, 1.48650, 1.48820], [1.92803, 1.88460, 1.07934], [2.48845, 2.79895, 1.55651], [2.40678, 0.99488, -0.09271], [3.81136, 0.30815, 0.33564], [4.52183, 0.80023, 1.37923], [4.30563, -0.76925, -0.39911], [2.74124, 1.81255, -1.67059], [2.23185, 1.08216, -2.83773], [2.26722, 3.32110, -1.57529], [4.33964, 1.94488, -1.77347], [1.30637, -0.12079, -0.04851], [1.79568, -1.15226, 1.61159], [1.17649, -1.11492, -1.19015], [0.39507, -2.25486, -0.89191], [1.07603, -3.43048, -0.63835], [2.05029, -3.93521, -1.48406], [2.69475, -5.12839, -1.16897], [2.36174, -5.82875, -0.01423], [1.35421, -5.34886, 0.81717], [0.72017, -4.15369, 0.49793], [-4.50160, 0.01444, 1.43634], [-3.22958, 0.13815, 2.63269], [-3.37560, -1.32610, 1.69581], [-2.65874, 1.42077, 0.62573], [-0.97695, -1.11892, 0.83921], [-0.99290, 0.10054, 2.08463], [-0.30878, 0.77659, -2.43048], [-1.02383, 2.66463, -3.76120], [-1.24936, 5.12267, -0.46494], [-0.58389, 3.30661, 0.98687], [5.33789, 0.30051, 1.48226], [5.18941, -0.60818, -0.74000], [2.95823, 3.87444, -1.96748], [4.65018, 1.20044, -2.30326], [2.17228, -1.35325, -1.55089], [0.68129, -0.60553, -2.00767], [2.33544, -3.39867, -2.37817], [3.46842, -5.50100, -1.82073], [2.86720, -6.74397, 0.25486], [1.04144, -5.86348, 1.71054], [-0.06201, -3.77933, 1.14003], [-7.75445, 1.78435, 2.34925], [-6.57536, 1.52586, 3.16675], [-5.65095, 1.32096, 3.80629], [-7.48322, 1.77038, 1.29537], [-8.50603, 1.01965, 2.53395], [-8.16894, 2.75916, 2.59760]]}

(3)
{"formula": "C3H32ClN2O14", "method": "ωB97M-V/def2-TZVPD", "e_tot_ha": -1756.30735, "spin_multiplicity": 1, "total_charge": 1, "homo_lumo_gap_ev": 9.0, "species": ["Cl", "C", "C", "N", "C", "N", "H", "H", "H", "H", "O", "H", "H", "O", "H", "H", "O", "H", "H", "O", "H", "H", "O", "H", "H", "O", "H", "H", "O", "H", "H", "O", "H", "H", "O", "H", "H", "O", "H", "H", "O", "H", "H", "O", "H", "H", "O", "H", "H", "O", "H", "H"], "xyz": [[-4.02662, 1.09464, -1.93056], [-3.56184, -0.14007, -0.73818], [-4.34900, -1.26054, -0.29434], [-3.48089, -1.84184, 0.67140], [-2.32735, -1.14368, 0.78684], [-2.30475, -0.05715, -0.08183], [-5.36240, -1.58539, -0.61812], [-3.75294, -2.66774, 1.20545], [-1.51732, -1.41366, 1.49951], [-1.56528, 0.67050, -0.21798], [-2.37928, -1.07924, 4.27903], [-1.45292, -1.20794, 4.03454], [-2.87035, -1.36452, 3.50272], [-2.61710, 2.08596, 5.15161], [-2.54329, 2.33555, 4.22074], [-2.43791, 1.13499, 5.15362], [0.25867, 0.99951, -0.60235], [0.38359, 1.29252, -1.51358], [1.08529, 0.54396, -0.38504], [-7.77643, -0.78464, -1.00995], [-8.63872, -0.87096, -1.43384], [-7.28254, -0.20951, -1.60665], [-2.87077, -2.21294, -3.09053], [-3.43666, -2.91695, -2.75282], [-2.75533, -1.61599, -2.33928], [1.04923, 3.16607, 1.98973], [1.97698, 3.04847, 1.75221], [0.57053, 2.89098, 1.19711], [-2.34224, 4.17492, 2.53889], [-3.10655, 4.56175, 2.98336], [-1.65778, 4.85005, 2.62109], [0.13754, 0.35296, 2.53092], [-0.11747, 1.28184, 2.48343], [0.84790, 0.34492, 3.18015], [2.32439, -0.91645, -1.45823], [2.37761, -0.67827, -2.39329], [2.49776, -1.86624, -1.44794], [5.43463, -0.83348, -2.52941], [5.99827, -1.20841, -1.83748], [4.55377, -0.82321, -2.13509], [6.24069, 0.27373, -5.44242], [5.38819, 0.17333, -5.88000], [6.17009, -0.28488, -4.66165], [7.89726, -2.25321, -1.49288], [8.02263, -1.96166, -2.40473], [8.71941, -2.70618, -1.27412], [0.24751, 2.04032, 4.39806], [-0.51594, 2.42839, 4.84771], [0.93484, 2.71178, 4.47797], [4.62389, -2.09149, -5.02950], [4.58735, -2.96688, -4.62791], [4.72165, -1.49402, -4.27638]]}

(4)
{"formula": "C21H19NO5S", "method": "ωB97M-V/def2-TZVPD", "smiles": "COc1cc(C(=O)Nc2ccc(C(=O)c3cccs3)cc2)cc(OC)c1OC", "e_tot_ha": -1640.75214, "spin_multiplicity": 1, "total_charge": 0, "homo_lumo_gap_ev": 8.4, "species": ["C", "O", "C", "C", "C", "C", "O", "N", "C", "C", "C", "C", "C", "O", "C", "C", "C", "C", "S", "C", "C", "C", "C", "O", "C", "C", "O", "C", "H", "H", "H", "H", "H", "H", "H", "H", "H", "H", "H", "H", "H", "H", "H", "H", "H", "H", "H"], "xyz": [[-0.64934, 5.37590, -3.94296], [-0.95073, 5.74166, -2.61664], [-0.83278, 4.79748, -1.63796], [-0.43537, 3.49521, -1.88589], [-0.29376, 2.58168, -0.84590], [0.15097, 1.20830, -1.21741], [0.75748, 0.98641, -2.24496], [-0.21298, 0.24553, -0.31491], [0.05233, -1.11964, -0.33206], [0.80122, -1.73861, -1.33239], [1.02277, -3.09814, -1.27878], [0.53608, -3.86851, -0.22376], [0.81173, -5.32455, -0.22740], [0.81471, -5.97750, -1.25553], [1.12508, -5.95844, 1.05519], [1.21233, -7.31152, 1.27227], [1.60177, -7.63803, 2.58096], [1.82757, -6.53292, 3.34499], [1.55524, -5.07585, 2.48776], [-0.22768, -3.25010, 0.76411], [-0.46927, -1.89448, 0.70621], [-0.52495, 2.99781, 0.45286], [-0.93980, 4.30133, 0.72918], [-1.11666, 4.52920, 2.05827], [-1.51234, 5.78638, 2.56317], [-1.12684, 5.21320, -0.32109], [-1.53454, 6.48972, -0.02026], [-2.47402, 7.12553, -0.86442], [0.38731, 5.04180, -4.04109], [-1.32150, 4.59325, -4.30732], [-0.79525, 6.28004, -4.53230], [-0.20880, 3.15322, -2.88164], [-0.76857, 0.55691, 0.46970], [1.19511, -1.14939, -2.14303], [1.59292, -3.58659, -2.05451], [0.99315, -8.02780, 0.50125], [1.71633, -8.64469, 2.94081], [2.13872, -6.48880, 4.37033], [-0.66641, -3.83240, 1.56028], [-1.07190, -1.42440, 1.47120], [-0.36946, 2.35962, 1.30883], [-1.47598, 5.67474, 3.64717], [-0.83203, 6.57999, 2.25203], [-2.53056, 6.04114, 2.26076], [-3.23065, 6.42283, -1.22165], [-2.94943, 7.88761, -0.24558], [-1.99075, 7.60011, -1.71987]]}

(5)
{"formula": "C5H5BrN4", "method": "ωB97M-V/def2-TZVPD", "smiles": "[H]/N=N/[C@@H](Br)c1cncnc1", "e_tot_ha": -2986.47032, "spin_multiplicity": 1, "total_charge": 0, "homo_lumo_gap_ev": 8.9, "species": ["H", "N", "N", "C", "Br", "C", "C", "N", "C", "N", "C", "H", "H", "H", "H"], "xyz": [[-1.87603, -2.93018, 1.53152], [-1.99020, -1.96348, 1.23004], [-1.41415, -1.76320, 0.16270], [-1.40828, -0.57884, -0.48555], [-2.80547, 0.97907, -0.10116], [-0.19168, 0.25730, -0.16105], [0.10006, 0.75590, 1.07838], [1.24286, 1.45791, 1.35379], [1.92431, 1.72413, 0.20298], [1.45912, 1.61642, -1.01258], [0.47822, 0.82164, -1.28442], [-1.43383, -0.81531, -1.55448], [-0.61185, 0.55079, 1.91308], [3.00062, 2.25946, 0.35308], [0.20047, 0.70982, -2.29562]]}